(1)
A molecular structure, C12H7MnN2O5S. Source: the Open Molecules 2025 dataset; level of theory: the ωB97M-V functional and the def2-TZVPD basis.

Positions of all 28 atoms, in Å:
O: -0.525 2.752 -1.690
C: -0.437 1.596 -1.668
Mn: -0.332 -0.378 -1.825
C: -0.247 -2.201 -1.767
O: -0.139 -3.341 -1.812
C: -0.354 -0.717 -3.687
O: -0.388 -1.334 -4.679
C: 1.513 -0.434 -1.963
O: 2.645 -0.481 -2.101
C: -2.159 -0.352 -2.027
O: -3.297 -0.284 -2.167
H: -0.246 0.502 -3.496
N: -2.104 -2.064 0.587
C: -1.217 -1.171 1.080
N: -0.391 -0.406 0.366
C: 0.413 0.386 1.213
C: 1.405 1.312 0.853
C: 2.055 2.043 1.849
C: 1.744 1.851 3.198
C: 0.773 0.915 3.566
C: 0.117 0.194 2.579
S: -1.139 -1.009 2.803
H: -2.674 -2.557 1.272
H: -2.253 -2.190 -0.408
H: 1.657 1.435 -0.199
H: 2.813 2.773 1.561
H: 2.258 2.428 3.961
H: 0.511 0.731 4.601

As for the LUMO energy (spin up / spin down): -7.12 / -11.22 eV. Its HOMO energy (spin up / spin down) is -13.622 / -16.722 eV. As for the expectation value of S²: 6.084. The energy comes out at -2495.60502 Ha. The net charge is +2. The value obtained for the orbital gap (spin up / spin down) is 6.50 / 5.51 eV. As for the spin multiplicity: 5.

---

(2)
A molecular structure, C28H31BaFN6S3. Source: the Open Molecules 2025 dataset; level of theory: the ωB97M-V functional and the def2-TZVPD basis.

Positions of all 70 atoms, in Å:
Ba: 1.134 -1.078 -0.586
C: 4.068 -0.111 2.760
C: 2.671 0.026 3.376
C: 2.736 -0.105 4.899
C: 2.011 1.321 2.932
C: 2.516 2.536 3.380
C: 1.967 3.738 2.962
C: 0.908 3.729 2.069
C: 0.375 2.533 1.593
C: -0.765 2.569 0.589
C: -0.392 3.375 -0.661
C: -2.056 3.097 1.221
C: 0.917 1.316 2.043
N: 0.418 0.091 1.539
C: -0.421 -0.629 2.331
C: -0.896 -0.289 3.620
C: -1.736 -1.128 4.339
C: -2.162 -2.353 3.837
C: -1.729 -2.727 2.568
C: -0.910 -1.872 1.888
F: -0.486 -2.252 0.599
H: 4.527 -1.065 3.039
H: 4.726 0.692 3.105
H: 4.029 -0.052 1.669
H: 2.061 -0.795 3.004
H: 3.390 0.656 5.336
H: 3.130 -1.084 5.183
H: 1.745 0.004 5.344
H: 3.361 2.544 4.063
H: 2.371 4.677 3.321
H: 0.491 4.671 1.729
H: -0.952 1.539 0.283
H: -0.252 4.434 -0.425
H: -1.180 3.304 -1.417
H: 0.538 3.009 -1.105
H: -1.937 4.141 1.527
H: -2.327 2.516 2.106
H: -2.886 3.048 0.510
H: -0.580 0.659 4.039
H: -2.066 -0.816 5.323
H: -2.809 -3.003 4.410
H: -2.018 -3.669 2.116
S: 3.389 0.103 -1.983
C: 2.031 0.758 -2.788
N: 0.760 0.437 -2.567
C: -0.122 1.166 -3.358
C: -1.511 1.059 -3.321
C: -2.274 1.853 -4.162
C: -1.663 2.754 -5.037
C: -0.281 2.875 -5.076
C: 0.480 2.074 -4.232
S: 2.205 1.995 -4.025
H: -1.981 0.380 -2.615
H: -3.354 1.783 -4.133
H: -2.274 3.370 -5.686
H: 0.195 3.579 -5.749
C: -2.891 -4.392 -4.234
C: -1.581 -4.831 -3.692
N: -1.016 -5.967 -3.909
N: 0.157 -5.887 -3.196
C: 0.354 -4.738 -2.540
S: 1.657 -4.308 -1.595
N: -0.785 -4.048 -2.865
N: -1.059 -2.765 -2.406
H: -3.249 -5.144 -4.933
H: -2.804 -3.439 -4.759
H: -3.627 -4.275 -3.437
H: 0.805 -6.655 -3.198
H: -1.851 -2.786 -1.775
H: -1.242 -2.149 -3.189

As for the LUMO energy: -0.28 eV. Its HOMO energy is -6.933 eV. The energy comes out at -2734.12627 Ha. The value obtained for the orbital gap is 6.65 eV.

---

(3)
2 unconnected molecules or ions with the total composition C12H17F2IN4O5P. Source: the Open Molecules 2025 dataset; level of theory: the ωB97M-V functional and the def2-TZVPD basis.

Positions of all 42 atoms, in Å:
C: 3.780 -0.168 0.243
C: 3.172 0.683 0.828
C: 2.350 1.779 1.452
C: 0.893 1.339 1.412
N: 0.421 0.511 2.349
I: 1.402 -0.363 3.905
C: -0.945 0.333 2.052
C: -1.231 1.065 0.930
P: -2.885 1.189 0.121
N: -2.781 1.476 -1.392
O: -3.630 2.371 0.938
O: -3.641 -0.200 0.506
N: -0.043 1.711 0.532
N: 0.034 2.558 -0.567
C: 1.164 2.282 -1.417
O: 1.316 1.326 -2.074
F: 2.120 3.238 -1.375
C: -0.095 3.956 -0.225
O: -0.514 4.716 -1.016
F: 0.229 4.386 1.006
H: 4.083 -1.068 -0.274
H: 2.547 2.736 0.948
H: 2.662 1.860 2.506
H: -1.677 -0.259 2.599
H: -3.255 0.710 -1.874
H: -4.292 2.011 1.552
H: -3.151 -0.957 0.135
C: 0.902 -3.602 0.498
C: -0.484 -3.423 -0.106
O: -0.835 -2.066 -0.364
C: -0.019 -1.369 -1.297
C: -0.027 -1.975 -2.688
H: 1.017 -2.961 1.374
H: 1.052 -4.640 0.796
H: 1.693 -3.341 -0.208
H: -1.227 -3.789 0.605
H: -0.597 -4.024 -1.012
H: 1.005 -1.279 -0.914
H: -0.423 -0.357 -1.352
H: 0.456 -2.953 -2.702
H: 0.507 -1.329 -3.385
H: -1.050 -2.109 -3.043

As for the LUMO energy: -5.06 eV. Its HOMO energy is -12.479 eV. The energy comes out at -1901.13631 Ha. The net charge is +1. The value obtained for the orbital gap is 7.42 eV.

---

(4)
2 unconnected molecules or ions with the total composition C3H8NO. Source: the Open Molecules 2025 dataset; level of theory: the ωB97M-V functional and the def2-TZVPD basis.

Positions of all 13 atoms, in Å:
C: 1.619 0.578 -1.316
O: 0.810 1.648 -0.793
H: 2.100 -0.032 -0.472
H: 2.589 1.080 -1.601
H: 0.896 0.146 -1.994
C: -0.854 -0.609 1.959
C: -1.593 -0.715 0.708
N: -1.144 -0.022 -0.410
H: 0.198 -0.153 2.002
H: -1.023 -1.310 2.811
H: -2.259 -1.559 0.504
H: -1.591 -0.238 -1.242
H: 0.252 1.185 -0.155

As for the LUMO energy: 4.35 eV. Its HOMO energy is -1.770 eV. The energy comes out at -249.01401 Ha. The net charge is -1. The value obtained for the orbital gap is 6.12 eV.

---

(5)
A single C18H15ClN2O6S2 molecule. Source: the Open Molecules 2025 dataset; level of theory: the ωB97M-V functional and the def2-TZVPD basis.

Positions of all 44 atoms, in Å:
C: -0.248 -0.013 -3.258
C: -0.628 -0.614 -2.057
C: -2.114 -0.329 -1.386
C: -2.532 -0.861 -0.340
C: -1.700 -1.910 0.134
C: -0.446 -2.165 -0.206
C: 0.125 -1.476 -1.397
C: 1.314 -2.017 -2.006
C: 2.192 -0.930 -1.322
O: 2.600 -0.131 -2.109
C: 2.683 -0.997 0.026
S: 2.725 -2.302 1.029
C: 3.394 -1.550 2.140
C: 3.502 -0.160 2.114
C: 3.238 0.236 0.628
S: 3.008 2.000 -0.050
O: 4.022 2.219 -0.830
O: 2.976 2.431 1.382
N: 1.491 2.016 -0.544
C: 0.315 1.688 0.441
O: 0.551 0.933 1.393
N: -0.675 0.892 1.974
C: -1.460 1.847 1.465
C: -2.842 1.917 2.019
C: -0.825 2.246 0.429
Cl: -1.519 3.402 -0.506
O: -2.471 -1.957 1.408
C: -3.589 -1.489 1.376
O: -3.706 -0.536 0.184
H: -1.122 0.831 -3.447
H: -0.337 -0.824 -4.084
H: 0.643 0.280 -3.202
H: -2.635 0.560 -2.190
H: 0.091 -2.787 0.389
H: 1.214 -1.950 -2.869
H: 1.685 -3.031 -1.271
H: 3.680 -1.966 3.183
H: 3.791 0.579 2.882
H: 1.311 2.500 -1.295
H: -2.959 3.055 2.166
H: -3.537 1.908 1.376
H: -2.932 1.560 2.828
H: -3.826 -0.771 2.215
H: -4.449 -2.333 1.192

As for the LUMO energy: 0.00 eV. Its HOMO energy is -8.409 eV. Its SMILES is Cc1cc2c(cc1CC(=O)c1sccc1S(=O)(=O)Nc1onc(C)c1Cl)OCO2. The energy comes out at -2511.75508 Ha. The value obtained for the orbital gap is 8.41 eV.

---

(6)
A single C2HN3O2 molecule. Source: the Open Molecules 2025 dataset; level of theory: the ωB97M-V functional and the def2-TZVPD basis.

Positions of all 8 atoms, in Å:
O: -2.096 -0.292 -0.130
C: -0.914 -0.234 0.017
C: -0.108 0.984 0.004
N: 1.155 0.981 -0.105
O: 1.747 -0.364 -0.104
N: 1.033 -1.439 0.027
N: -0.192 -1.538 -0.031
H: -0.625 1.901 0.321

As for the LUMO energy: -1.03 eV. Its HOMO energy is -10.095 eV. Its SMILES is O=c1cnonn1. The energy comes out at -391.39541 Ha. The value obtained for the orbital gap is 9.07 eV.